(1)
{
  "formula": "C20H40BCrF4N3Si2",
  "method": "the ωB97M-V functional and the def2-TZVPD basis",
  "species": ["Cr", "Si", "Si", "F", "F", "F", "F", "N", "N", "N", "C", "C", "C", "C", "C", "C", "C", "C", "C", "C", "C", "C", "C", "C", "C", "C", "C", "C", "C", "C", "B", "H", "H", "H", "H", "H", "H", "H", "H", "H", "H", "H", "H", "H", "H", "H", "H", "H", "H", "H", "H", "H", "H", "H", "H", "H", "H", "H", "H", "H", "H", "H", "H", "H", "H", "H", "H", "H", "H", "H", "H"],
  "coordinates": [[0.040613, -0.259804, 0.015423], [-1.304949, 1.905101, -1.151215], [-2.307553, -0.696571, -0.870008], [2.013074, 2.599471, -0.771155], [3.466216, 0.933750, -1.359588], [2.317932, 2.122455, -2.978826], [1.176812, 0.706899, -1.614103], [2.222298, 1.345649, 1.774574], [-0.151207, -0.494390, 2.199409], [2.925384, -1.287241, 1.739200], [2.546859, -3.753848, -1.150461], [2.162944, -2.295360, -1.373958], [-5.314581, 2.838905, -0.317665], [0.803262, -2.036278, -0.761621], [-0.861285, 3.494544, -0.168386], [-5.769657, 1.582077, -0.030151], [3.986861, -0.396454, 2.106175], [3.672194, 1.107453, 1.908880], [-3.062524, -2.242153, 0.125860], [-1.134726, 2.274972, -3.067451], [-4.939842, 0.457347, -0.148461], [2.206390, -2.046854, -2.912723], [-3.978341, 3.039058, -0.600087], [-2.402698, -1.202098, -2.713484], [2.067964, -1.964437, 2.660203], [-3.146476, 1.947250, -0.846655], [0.069261, 0.769135, 3.006812], [1.467977, 1.444352, 3.007378], [-3.627842, 0.658454, -0.563415], [0.542045, -1.758362, 2.708748], [2.308876, 1.620596, -1.711157], [-0.241122, 0.628175, 4.043668], [-4.032323, -2.500417, -0.325603], [1.789546, -4.420881, -1.580717], [-3.202846, -1.917870, -2.909929], [0.184558, 3.730160, -0.085816], [2.402326, -1.793153, 3.702232], [2.022718, 2.082601, 1.124084], [-1.344009, 3.421782, 0.794345], [0.585586, -2.718513, 0.085644], [1.558785, -2.749486, -3.435752], [2.904653, -1.608706, -0.968626], [4.193613, 1.439320, 0.972365], [-0.007330, -2.117018, -1.532391], [0.211692, -1.921842, 3.761310], [-0.180750, 2.833312, -3.199387], [-2.409514, -3.103614, -0.024900], [1.888788, -1.041285, -3.181940], [-3.582303, 4.056056, -0.632442], [2.624922, -3.988150, -0.092932], [4.369657, -0.560070, 3.134132], [3.529056, -3.948215, -1.615172], [-1.277637, 4.344537, -0.716199], [-3.239955, -1.968408, 1.183645], [-6.845605, 1.466724, 0.206653], [-2.570916, -0.294699, -3.289173], [3.242809, -2.169286, -3.237240], [-5.960019, 3.712959, -0.295974], [-5.272670, -0.543950, 0.104168], [4.120019, 1.643640, 2.762364], [2.421994, -0.907408, 0.929671], [2.067116, 1.043475, 3.817688], [4.849792, -0.699591, 1.474643], [1.291181, 2.483638, 3.328564], [-1.451413, -1.671568, -3.015423], [-0.627729, 1.498452, 2.575572], [-1.993998, 2.854597, -3.350522], [0.074521, -2.579764, 2.122416], [-1.155799, 1.311626, -3.600573], [-1.150465, -0.693821, 2.351745], [2.217788, -3.046958, 2.473710]],
  "forces_ev_per_angstrom": [[-1.4200, 1.7857, -1.5764], [1.2930, 0.0385, 0.6260], [0.6061, -1.1839, 1.4945], [0.5485, 0.9626, 0.3726], [0.3920, 0.0085, -0.0901], [0.4792, 0.3681, -0.8001], [1.1580, 0.0454, -0.4516], [0.6942, -0.1204, 0.4212], [1.1587, 0.0475, 1.7258], [-0.4157, 0.3505, -0.8256], [0.8051, 0.0916, -0.1918], [-0.6411, -0.1926, -0.9790], [0.2173, 1.0484, 0.2640], [-0.7240, -0.3823, -0.0295], [-0.1829, 0.5706, -1.1554], [-1.5583, -1.3769, -0.0843], [0.6904, -0.5013, 0.1621], [-0.2359, 0.2836, -0.7660], [-0.6078, 0.6087, -0.8304], [0.8389, -0.3118, 1.1407], [0.0163, 0.8800, 0.2055], [0.0312, 0.1911, 0.8299], [0.5130, 0.0118, -0.5902], [0.0955, -0.1927, 0.2114], [0.4249, -0.1977, 0.9394], [-0.5015, 0.1748, 0.8808], [-0.1183, -0.1705, -0.8396], [-0.1155, -0.3975, -0.0588], [-0.1733, -0.8623, -0.7133], [-1.6801, 0.1937, -0.3609], [-1.3237, -1.0334, 0.5750], [0.0525, -0.1223, 0.3754], [-0.1899, -0.1845, 0.1713], [0.0998, 0.1538, -0.0507], [-0.2166, -0.0150, -0.0908], [0.4983, -0.2472, 0.2311], [0.3268, 0.0740, -0.4128], [-0.0817, 0.1572, -0.3515], [-0.1137, 0.0303, 0.4441], [0.0335, -0.3713, -0.5414], [-0.0474, -0.2149, -0.0604], [0.4003, -0.1838, 0.1989], [-0.7757, -0.1001, 0.7880], [0.5989, -0.4496, 0.5428], [0.2844, 0.0416, -0.3330], [-0.6195, -0.4915, -0.2962], [0.1278, 0.0268, 0.3895], [-0.0417, 0.0813, 0.1510], [-0.0946, -0.1366, -0.2885], [0.0148, -0.0023, 0.2787], [-0.6114, -0.2177, -0.1997], [-0.1007, -0.2726, 0.0565], [-0.3276, 0.4284, 0.1003], [0.2932, -0.3171, -0.3516], [0.6144, -0.0726, -0.0013], [-0.0013, -0.0240, -0.2761], [0.0140, -0.0945, -0.2574], [-0.2041, -0.1364, 0.2638], [-0.2116, 0.0643, -0.0192], [-0.0951, 0.2189, -0.1258], [0.0665, -0.3897, 0.3436], [0.2410, -0.4624, 0.1436], [-0.1624, 0.5696, 0.1864], [-0.0611, 0.0418, -0.1772], [-0.2863, 0.2727, 0.0157], [0.0227, -0.2582, -0.0729], [-0.3895, 0.5133, -0.3479], [0.1889, 0.6756, 0.2393], [0.3178, 0.4669, 0.0150], [0.5610, 0.0762, -0.5338], [-0.3886, 0.1334, 0.3474]],
  "spin_multiplicity": 5,
  "energy_ev": -81586.26102,
  "charge": -2,
  "gap_ev": [3.531, 3.455],
  "s_squared": 6.171
}


(2)
{
  "formula": "C4H6BrNS",
  "method": "the ωB97M-V functional and the def2-TZVPD basis",
  "species": ["Br", "S", "N", "C", "C", "C", "C", "H", "H", "H", "H", "H", "H"],
  "coordinates": [[3.232682, -1.189637, -0.676426], [2.964475, 2.110444, 0.434430], [0.813737, 0.693773, -0.356123], [-0.320425, 0.168911, -0.007524], [-0.666098, -0.471822, 1.242032], [2.002346, 0.966981, -0.027562], [-1.279964, -0.044312, -1.189798], [-2.349213, 0.270362, -0.971191], [-1.320120, -1.114247, -1.415881], [-1.618401, -1.087823, 1.201712], [0.066568, -1.161359, 1.719797], [-0.922927, 0.557153, -2.053131], [-0.602654, 0.301571, 2.099663]],
  "forces_ev_per_angstrom": [[-0.8916, 1.1021, 0.3880], [0.1109, -0.0344, 0.0304], [-1.7905, -0.9132, 0.5709], [1.1681, -0.4388, -3.1620], [-0.1780, -0.4070, 3.4923], [0.8927, -0.5863, 0.1605], [-0.7718, 1.4784, 0.3796], [1.2683, -0.3404, 0.0073], [0.2097, 0.0977, -0.0280], [0.9347, 1.3551, 0.0908], [0.1970, 0.2092, -1.1509], [-0.2312, -0.6788, 0.5105], [-0.9183, -0.8437, -1.2893]],
  "spin_multiplicity": 1,
  "energy_ev": -86611.04076,
  "de_lowest_kcal_mol": 45.9,
  "charge": 0,
  "gap_ev": [6.991, 6.989]
}


(3)
{
  "formula": "C5H5NO",
  "method": "the ωB97M-V functional and the def2-TZVPD basis",
  "species": ["O", "N", "C", "C", "C", "C", "C", "H", "H", "H", "H", "H"],
  "coordinates": [[-1.182747, -0.917594, -2.167425], [-0.190911, -1.728646, -0.285732], [1.062598, 0.798324, 0.195715], [-0.163012, 0.673679, -0.652303], [-0.243773, 0.365454, 0.828110], [-0.449733, -0.687295, -1.249823], [-0.340323, -1.144292, 0.841832], [-0.336625, -1.744477, 1.748325], [-0.646794, 1.548318, -1.079224], [-0.717202, 1.035186, 1.549347], [1.840161, 0.049057, 0.076210], [1.417314, 1.809649, 0.380115]],
  "forces_ev_per_angstrom": [[0.7216, 0.2901, -0.5470], [-0.2714, 0.3375, 0.5144], [0.2301, -0.0077, -0.0815], [-0.1592, -0.0714, -0.1776], [-0.0007, -0.0724, 0.0476], [-1.3427, 0.1995, 0.1413], [1.0136, 0.0011, 0.1682], [-0.1353, 0.1715, 0.0717], [0.1590, -0.3048, 0.0126], [0.0294, -0.4473, -0.2921], [-0.1033, 0.1180, 0.0748], [-0.1413, -0.2141, 0.0675]],
  "spin_multiplicity": 1,
  "energy_ev": -8802.04488,
  "de_lowest_kcal_mol": 31.7,
  "charge": 0,
  "gap_ev": 10.338,
  "smiles": "O=C1N=C[C@H]2C[C@@H]12"
}